Density functional theory data (the ωB97M-V functional and the def2-TZVPD basis) for an isolated molecule of C3H10NOP in a non-equilibrium geometry.

The value obtained for the molar mass is 107.09 g mol⁻¹. As for the spin multiplicity: 1. Its HOMO energy is -9.3 eV. The value obtained for the LUMO energy is 0.03020 Ha. As for the charge: 0. The calculation puts the energy relative to the best compared isomer or geometry (same formula, charge and spin) at 41.3 kcal per mole. The SMILES is CN(C)[P@H](C)=O.

```
16
Properties=species:S:1:pos:R:3:forces:R:3
C -0.459 1.794 0.640 3.63 0.21 2.28
N -0.154 0.377 0.421 -0.19 -0.23 -0.31
C -0.937 -0.646 1.107 -1.02 3.08 -0.17
P 0.320 0.079 -1.135 1.84 5.25 -2.59
C 1.310 -1.382 -1.017 -0.20 -1.38 1.37
O 0.953 1.463 -1.670 -1.89 -5.07 1.31
H -0.986 1.965 1.531 -1.56 -0.44 1.12
H 0.553 2.150 1.036 -1.18 0.44 -1.14
H -0.814 2.450 -0.112 -0.27 -0.04 -1.14
H -1.105 -0.500 2.165 0.42 0.38 0.26
H -1.866 -0.551 0.617 -1.84 -0.71 -0.12
H -0.548 -1.569 0.947 1.24 -2.80 -0.42
H -0.778 -0.375 -1.978 0.41 0.38 0.64
H 0.689 -2.277 -0.875 -0.25 0.07 -0.98
H 2.138 -1.578 -1.669 0.04 0.22 -0.66
H 1.686 -1.400 -0.009 0.81 0.65 0.55
```
Positions in Å, forces in eV/Å.

Density functional theory data (the ωB97M-V functional and the def2-TZVPD basis) for a cluster of 2 separate species, C3H10NOS in total in a non-equilibrium geometry.

The value obtained for the molar mass is 108.19 g mol⁻¹. As for the spin multiplicity: 1. Its HOMO energy is -2.9 eV. The value obtained for the LUMO energy is 0.14213 Ha. As for the charge: -1. The calculation puts the energy relative to the best compared isomer or geometry (same formula, charge and spin) at 27.4 kcal per mole.

```
16
Properties=species:S:1:pos:R:3:forces:R:3
C 0.140 0.294 0.649 1.40 0.42 -1.72
C -0.398 -1.074 1.194 -1.56 2.68 0.79
S -1.229 -2.160 0.040 0.53 -0.21 -0.59
C -0.731 1.172 -0.307 -0.86 0.95 1.46
N -0.111 2.583 -0.463 -1.37 -0.46 -0.57
H 1.043 0.045 -0.069 -1.26 0.42 1.55
H 0.543 0.947 1.493 -0.46 -0.79 -0.88
H -1.184 -0.774 1.997 1.38 -0.58 -0.83
H 0.502 -1.433 1.663 0.11 -0.86 0.51
H -1.788 1.347 0.061 0.97 -0.56 -0.02
H -0.870 0.627 -1.226 0.30 0.10 -0.57
H -0.531 3.066 -1.315 0.59 -0.95 1.56
H -0.511 3.072 0.361 0.55 -0.10 -0.88
H 0.858 -2.503 -1.194 2.57 -1.22 -0.96
H 2.475 -2.325 -1.276 0.52 0.73 0.48
O 1.792 -2.884 -1.610 -3.41 0.44 0.64
```
Positions in Å, forces in eV/Å.

Density functional theory data (the ωB97M-V functional and the def2-TZVPD basis) for a cluster of 2 separate species, C3H10NOS in total in a non-equilibrium geometry.

The value obtained for the molar mass is 108.19 g mol⁻¹. As for the spin multiplicity: 1. Its HOMO energy is -2.6 eV. The value obtained for the LUMO energy is 0.13645 Ha. As for the charge: -1. The calculation puts the energy relative to the best compared isomer or geometry (same formula, charge and spin) at 49.2 kcal per mole.

```
16
Properties=species:S:1:pos:R:3:forces:R:3
C 0.268 0.812 -2.228 -0.72 1.68 0.01
N -1.186 1.119 -1.832 3.75 0.67 2.93
C -1.148 0.664 -0.385 -4.07 1.34 -0.41
C -0.634 -0.710 -0.192 -0.32 -1.00 4.10
S 0.522 -0.571 1.289 0.23 -0.50 -0.29
H 0.924 0.456 -1.414 -0.42 0.70 -0.06
H 0.556 1.818 -2.576 0.87 -0.89 -0.50
H 0.284 -0.017 -2.923 0.19 0.29 -0.85
H -1.642 0.443 -2.323 -2.18 -2.22 -1.39
H -0.602 1.360 0.253 0.22 0.10 -0.58
H -2.240 0.761 0.004 1.53 -0.28 -0.47
H -0.125 -1.106 -0.992 1.12 -0.77 -1.85
H -1.347 -1.498 0.147 -0.08 0.85 -0.54
H 1.855 -0.896 3.724 -0.33 0.66 1.05
H 2.479 -1.776 4.742 -0.92 2.05 0.43
O 2.035 -0.860 4.707 1.12 -2.69 -1.60
```
Positions in Å, forces in eV/Å.

Density functional theory data (the ωB97M-V functional and the def2-TZVPD basis) for the ion C3H10NOS2 with charge +1 in a non-equilibrium geometry.

The value obtained for the molar mass is 140.25 g mol⁻¹. As for the spin multiplicity: 1. Its HOMO energy is -12.6 eV. The value obtained for the LUMO energy is -0.12140 Ha. As for the charge: +1. The calculation puts the energy relative to the best compared isomer or geometry (same formula, charge and spin) at 18.5 kcal per mole. The SMILES is [NH3+][C@H](CO)CSS.

```
17
Properties=species:S:1:pos:R:3:forces:R:3
N 0.324 -0.783 1.042 0.60 3.20 0.18
C -0.444 0.027 -0.053 -0.57 -0.91 0.78
C -1.186 -1.112 -0.792 0.20 3.17 -1.61
O -1.513 -2.086 0.075 -0.67 -1.76 1.53
C 0.440 0.869 -0.951 1.68 -1.40 0.72
S 0.913 2.512 -0.239 -1.78 0.29 -2.15
S 1.965 2.451 1.424 1.04 -0.21 1.24
H 1.152 -1.158 0.547 -0.17 0.07 0.98
H -0.260 -1.507 1.460 -0.17 -0.28 -0.50
H 0.530 -0.071 1.796 0.63 -1.21 -0.93
H -1.148 0.717 0.458 0.29 -0.73 0.05
H -0.556 -1.553 -1.547 0.39 0.07 -0.53
H -1.964 -0.496 -1.292 -0.27 -1.19 0.08
H -2.438 -2.225 0.243 -0.72 0.05 -0.15
H 1.286 0.193 -1.291 -0.55 1.06 0.19
H -0.149 1.106 -1.838 0.08 0.28 0.02
H 3.050 3.116 0.957 -0.02 -0.51 0.08
```
Positions in Å, forces in eV/Å.